Record 1
Below is a structure of composition C31H41AsCeNO2PSi at a distorted geometry, with properties calculated with ωB97M-V with the def2-TZVPD basis set.

* relative energy (zero: lowest compared OMol25 entry of this formula, charge and spin): 31.16 kJ/mol
* total energy: -4752.6570 a.u.
* HOMO-LUMO gap: 4.7 eV
* HOMO: -0.1923 hartree
* lowest unoccupied orbital energy: -0.56 eV

```
79
C31H41AsCeNO2PSi | the Open Molecules 2025 dataset | ωB97M-V with the def2-TZVPD basis set
Ce -0.910 -0.312 -0.390
Si -3.190 1.784 -1.059
P -3.554 -1.218 -1.524
N -0.591 -0.104 -2.440
H -1.311 -1.930 0.668
C -3.559 -3.067 -1.476
H -4.505 -3.461 -1.873
H -3.430 -3.412 -0.440
H -2.730 -3.471 -2.076
C -5.232 -0.961 -0.831
H -5.948 -1.634 -1.329
H -5.550 0.085 -0.964
H -5.209 -1.186 0.248
C -3.873 -1.014 -3.322
H -4.753 -1.607 -3.629
H -2.985 -1.350 -3.886
H -4.039 0.053 -3.547
C -4.039 2.633 0.435
H -3.333 2.774 1.275
H -4.898 2.040 0.795
H -4.409 3.629 0.129
H -2.049 2.742 -1.342
H -4.181 2.018 -2.145
C -0.120 0.129 -3.677
C 1.457 -0.382 -5.468
C 0.892 -0.705 -4.248
C -0.584 1.247 -4.440
C -0.002 1.547 -5.659
C 1.022 0.745 -6.182
H 2.249 -1.005 -5.878
H 1.221 -1.569 -3.669
H -1.374 1.859 -3.998
H -0.338 2.417 -6.218
H 1.480 0.997 -7.142
C -2.512 -0.609 2.533
O -2.379 0.078 1.472
C -1.422 -1.411 3.178
H -1.802 -1.906 4.087
H -0.563 -0.778 3.458
H -1.037 -2.222 2.549
C -3.717 -0.394 3.383
H -4.154 -1.350 3.706
H -4.476 0.187 2.836
H -3.430 0.159 4.299
O 0.817 0.650 0.415
As 2.348 0.487 1.243
C 2.147 -1.248 2.088
C 2.236 -1.365 3.479
C 2.017 -2.611 4.076
C 1.713 -3.725 3.283
C 1.627 -3.597 1.895
C 1.849 -2.357 1.288
C 3.640 0.346 -0.173
C 4.939 -0.079 0.153
C 5.883 -0.254 -0.861
C 5.533 -0.018 -2.197
C 4.234 0.403 -2.516
C 3.286 0.592 -1.506
C 2.437 2.030 2.363
C 1.377 2.338 3.230
C 1.476 3.455 4.072
C 2.605 4.283 4.018
C 3.637 4.001 3.113
C 3.556 2.879 2.279
H 2.465 -0.487 4.084
H 2.076 -2.706 5.157
H 1.539 -4.697 3.752
H 1.389 -4.461 1.272
H 1.785 -2.256 0.198
H 5.197 -0.275 1.195
H 6.893 -0.579 -0.606
H 6.268 -0.163 -2.988
H 3.951 0.585 -3.557
H 2.267 0.908 -1.749
H 0.482 1.714 3.237
H 0.664 3.679 4.769
H 2.678 5.150 4.676
H 4.510 4.657 3.053
H 4.347 2.657 1.563
```



Record 2
Below is a cluster of 4 separate species, C31H41BN2O12P2 in total at a distorted geometry, with properties calculated with ωB97M-V with the def2-TZVPD basis set.

* total energy: -2925.1110 a.u.
* HOMO-LUMO gap: 6.0 eV
* HOMO: -0.2843 hartree
* lowest unoccupied orbital energy: -1.73 eV
* SMILES string: N=[PH2]c1c(CCCCCN)c2c(c(B(O)O)c1P(O)O)C(=O)c1ccccc1C2=O.O=C1CCCO1.O=C1CCCO1.O=C1CCCO1

```
89
C31H41BN2O12P2 | the Open Molecules 2025 dataset | ωB97M-V with the def2-TZVPD basis set
N 4.459 -2.100 1.118
P 3.277 -1.761 2.216
C 1.597 -1.954 1.283
C 0.685 -0.719 0.704
C 1.261 0.841 0.886
C 1.940 1.250 -0.551
C 3.312 2.140 -0.442
C 4.699 1.325 -0.757
C 4.663 0.379 -2.095
N 6.017 -0.005 -2.649
C -0.775 -1.051 -0.040
C -1.332 -2.610 -0.268
C -0.380 -3.826 0.332
B -0.815 -5.415 0.224
O -0.784 -6.188 -1.059
O -1.313 -6.185 1.416
C 1.080 -3.532 1.088
P 2.182 -4.955 1.736
O 2.925 -5.841 0.431
O 1.356 -5.989 2.868
C -2.754 -2.840 -1.053
O -3.056 -3.857 -1.871
C -3.945 -1.684 -0.877
C -5.556 -1.986 -0.947
C -6.607 -0.697 -0.797
C -6.049 0.867 -0.596
C -4.414 1.164 -0.512
C -3.433 -0.142 -0.661
C -1.784 0.137 -0.611
O -1.395 1.350 -1.011
H 5.030 -1.225 1.114
H 3.438 -2.782 3.261
H 3.474 -0.443 2.781
H 2.028 0.846 1.779
H 0.312 1.482 1.166
H 2.028 0.270 -1.184
H 1.146 1.934 -1.122
H 3.389 2.529 0.680
H 3.169 3.123 -1.105
H 5.052 0.767 0.227
H 5.534 2.155 -0.953
H 4.140 -0.643 -1.768
H 3.958 0.834 -2.927
H 5.794 -0.522 -3.552
H 6.357 -0.787 -2.014
H -1.699 -6.055 -1.495
H -0.886 -7.107 1.309
H 3.072 -5.146 -0.304
H 1.841 -6.887 2.912
H -5.978 -3.064 -1.121
H -7.778 -0.841 -0.840
H -6.831 1.764 -0.511
H -3.968 2.262 -0.392
O 4.570 1.656 3.947
C 4.395 2.863 3.988
C 5.047 3.803 4.956
C 4.197 5.041 4.817
C 3.716 4.952 3.392
O 3.601 3.556 3.120
H 6.079 3.981 4.643
H 5.014 3.407 5.974
H 4.735 5.968 5.032
H 3.342 4.978 5.501
H 4.429 5.388 2.685
H 2.743 5.435 3.259
O -8.413 0.800 0.743
C -8.676 1.686 1.539
C -9.904 2.545 1.510
C -9.524 3.672 2.436
C -8.565 3.008 3.388
O -7.903 2.005 2.618
H -10.752 1.971 1.894
H -10.107 2.907 0.499
H -10.379 4.134 2.937
H -9.002 4.453 1.869
H -9.079 2.523 4.225
H -7.829 3.713 3.785
O 4.889 -0.327 -5.093
C 3.751 -0.598 -5.438
C 3.360 -1.750 -6.314
C 1.957 -1.377 -6.720
C 1.478 -0.565 -5.545
O 2.641 0.090 -5.041
H 3.382 -2.671 -5.725
H 4.021 -1.829 -7.181
H 1.320 -2.239 -6.936
H 1.989 -0.747 -7.617
H 1.058 -1.191 -4.751
H 0.734 0.180 -5.840
```



Record 3
Below is a structure of composition C31H42BF2N5O3RhS, with properties calculated with ωB97M-V with the def2-TZVPD basis set.

* multiplicity: 5
* net charge: +1
* relative energy (zero: lowest compared OMol25 entry of this formula, charge and spin): 0.00 kJ/mol
* total energy: -2439.1093 a.u.
* HOMO-LUMO gap (spin up / spin down): 8.5 / 6.1 eV
* HOMO (spin up / spin down): -0.3705 / -0.3895 hartree
* lowest unoccupied orbital energy (spin up / spin down): -1.60 / -4.49 eV

```
86
C31H42BF2N5O3RhS | the Open Molecules 2025 dataset | ωB97M-V with the def2-TZVPD basis set
Rh 0.282 -0.028 -0.405
C -3.750 -4.643 -5.250
O -2.830 -4.300 -4.224
C -2.561 -5.233 -3.276
C -3.118 -6.500 -3.216
C -2.743 -7.370 -2.198
C -1.802 -6.994 -1.258
C -1.229 -5.730 -1.325
C -1.625 -4.838 -2.307
N -1.078 -3.541 -2.448
C -0.966 -2.583 -1.497
N -1.387 -2.887 -0.251
C -1.553 -2.060 0.874
C -1.020 -0.791 1.041
C -1.345 -0.060 2.190
C -2.143 -0.610 3.174
C -2.649 -1.903 3.030
C -2.365 -2.622 1.887
O -2.812 -3.883 1.628
C -3.675 -4.497 2.575
N -0.511 -1.387 -1.797
C -0.233 -1.061 -3.151
C 1.076 -1.148 -3.629
C 1.370 -0.868 -4.949
C 0.344 -0.499 -5.813
C -0.954 -0.391 -5.349
C -1.259 -0.652 -4.015
O -2.568 -0.556 -3.657
C -2.909 0.164 -2.472
H -3.813 -3.772 -5.895
H -4.734 -4.861 -4.832
H -3.392 -5.500 -5.824
H -3.844 -6.814 -3.950
H -3.187 -8.355 -2.157
H -1.492 -7.683 -0.485
H -0.452 -5.449 -0.625
H -1.017 -3.202 -3.399
H -1.836 -3.789 -0.149
H -0.973 0.950 2.308
H -2.390 -0.040 4.061
H -3.273 -2.326 3.802
H -3.160 -4.652 3.525
H -3.949 -5.457 2.148
H -4.571 -3.893 2.730
H 1.854 -1.456 -2.942
H 2.387 -0.946 -5.305
H 0.559 -0.281 -6.850
H -1.763 -0.089 -6.000
H -3.930 0.509 -2.622
H -2.251 1.027 -2.345
H -2.864 -0.465 -1.583
F -0.077 2.706 -1.796
B 0.673 2.033 -0.938
F 1.694 2.691 -0.382
C 6.038 -0.153 3.505
C 5.871 1.335 3.791
C 5.474 2.176 2.581
C 4.027 2.063 2.115
N 3.740 0.835 1.365
C 2.774 -0.055 1.518
S 2.398 -1.044 0.118
N 2.077 -0.246 2.632
C 2.418 -0.011 4.043
C 1.217 0.528 4.805
C 0.871 1.973 4.456
C 1.787 2.983 5.139
H 6.335 -0.692 4.404
H 6.812 -0.314 2.753
H 5.126 -0.617 3.131
H 6.815 1.722 4.177
H 5.146 1.492 4.598
H 6.133 1.939 1.739
H 5.646 3.232 2.803
H 3.791 2.885 1.435
H 3.321 2.143 2.939
H 4.159 0.797 0.446
H 1.316 -0.903 2.504
H 3.268 0.661 4.115
H 2.738 -0.971 4.455
H 1.436 0.454 5.874
H 0.367 -0.134 4.622
H -0.161 2.177 4.749
H 0.906 2.107 3.369
H 1.701 2.909 6.224
H 1.537 4.003 4.854
H 2.839 2.826 4.891
```



The lowest total energy belongs to which entry?
C31H41AsCeNO2PSi